(A)
Formula: C6H14O
Source: OMol25
Level of theory: the ωB97M-V functional and the def2-TZVPD basis

Structure (XYZ):
```
21
Properties=species:S:1:pos:R:3:mulliken_charge:R:1
C 2.371 -0.995 -0.907 -0.7641
C 1.382 -1.082 -0.011 -0.1846
C 0.101 -1.839 -0.312 -0.6327
C -1.050 -1.106 0.407 -0.8071
C -1.179 0.359 -0.001 0.0754
C -2.223 1.144 0.775 -1.2551
H 2.365 -1.812 -1.609 0.2948
H 2.993 -0.149 -1.139 0.2180
H 1.490 -0.745 1.021 0.4104
H 0.162 -2.785 0.224 0.2777
H -0.004 -1.829 -1.375 0.3786
H -0.800 -1.109 1.474 0.3064
H -1.998 -1.643 0.328 0.3683
H -0.213 0.822 0.209 0.0027
H -1.293 0.419 -1.087 0.3332
H -2.065 2.195 1.008 0.3465
H -3.242 0.915 0.471 0.3078
H -2.153 0.759 1.809 0.3241
O 1.887 3.200 -0.595 -0.6472
H 2.185 2.305 -0.824 0.3247
H 1.286 2.975 0.133 0.3221
```

Values from the calculation:
orbital gap	9.987	eV
charge	0
SMILES	C=CCCCC.O
HOMO level	-9.122	eV



(B)
Formula: C6H14O
Source: OMol25
Level of theory: the ωB97M-V functional and the def2-TZVPD basis

Structure (XYZ):
```
21
Properties=species:S:1:pos:R:3:mulliken_charge:R:1
C 1.990 -1.435 -0.361 -0.8776
C 0.916 -1.007 -1.019 -0.1260
C 0.492 0.432 -1.136 -0.4676
C -1.007 0.635 -0.902 -0.4830
C -1.438 2.070 -1.145 -0.5217
O -2.845 2.132 -1.011 -0.5015
H 2.649 -0.745 0.163 0.2751
H 2.253 -2.489 -0.320 0.2701
H 0.281 -1.733 -1.532 0.2735
H 0.741 0.794 -2.145 0.3620
H 1.073 1.043 -0.432 0.3114
H -1.583 -0.011 -1.577 0.3293
H -1.278 0.346 0.121 0.2176
H -0.939 2.739 -0.424 0.2985
H -1.121 2.382 -2.155 0.3104
H -3.123 3.037 -1.196 0.3044
C 0.586 -1.638 3.015 -0.7155
H 1.623 -1.953 3.163 0.2474
H -0.087 -2.454 3.291 0.2604
H 0.379 -0.764 3.640 0.2541
H 0.439 -1.381 1.961 -0.0212
```

Values from the calculation:
orbital gap	10.619	eV
charge	0
SMILES	C=CCCCO.C
HOMO level	-9.667	eV



(C)
Formula: C6H14O
Source: OMol25
Level of theory: the ωB97M-V functional and the def2-TZVPD basis

Structure (XYZ):
```
21
Properties=species:S:1:pos:R:3:mulliken_charge:R:1
C -0.144 0.983 1.087 -1.6184
C 0.759 0.597 -0.081 0.5099
C 1.443 -0.762 0.050 -0.8672
C 1.431 -1.457 -1.277 -0.5746
C 0.186 -0.976 -1.948 -0.5927
C -0.106 0.400 -1.309 -0.7519
H -0.654 1.937 0.873 0.3889
H 0.381 1.073 2.053 0.3809
H -0.904 0.189 1.173 0.3299
H 1.547 1.343 -0.307 0.4212
H 2.407 -0.589 0.566 0.3807
H 0.791 -1.334 0.738 0.2624
H 1.652 -2.536 -1.172 0.3702
H 2.219 -1.011 -1.914 0.2344
H -0.666 -1.654 -1.745 0.2838
H 0.267 -0.857 -3.045 0.2752
H -1.169 0.372 -1.003 0.2325
H 0.045 1.311 -1.920 0.3318
O -3.309 1.000 3.433 -0.6496
H -3.399 1.684 2.732 0.3236
H -2.777 0.285 3.015 0.3291
```

Values from the calculation:
orbital gap	11.659	eV
charge	0
SMILES	CC1CCCC1.O
HOMO level	-10.829	eV



It is (C) that is the most stable of them.



(A)
Formula: C6H14O
Source: OMol25
Level of theory: the ωB97M-V functional and the def2-TZVPD basis

Structure (XYZ):
```
21
Properties=species:S:1:pos:R:3:mulliken_charge:R:1
C -1.116 1.754 -0.209 -1.0915
C -0.546 1.049 0.992 -0.1913
C -0.527 -0.268 1.201 -0.4397
C -1.027 -1.321 0.252 0.5072
C 0.045 -2.381 0.009 -1.3686
O -2.188 -1.899 0.839 -0.5397
H -1.487 2.747 0.065 0.3382
H -1.949 1.198 -0.648 0.3767
H -0.356 1.897 -0.988 0.1808
H -0.107 1.689 1.758 0.4065
H -0.111 -0.653 2.133 0.3408
H -1.283 -0.855 -0.713 0.1014
H 0.333 -2.850 0.956 0.3658
H 0.937 -1.941 -0.449 0.2709
H -0.328 -3.165 -0.663 0.4015
H -2.447 -2.649 0.288 0.3249
C 2.431 1.528 -0.964 -0.9568
H 2.173 2.561 -0.716 0.2684
H 2.136 1.318 -1.996 0.2567
H 3.510 1.391 -0.861 0.3351
H 1.905 0.851 -0.285 0.1127
```

Values from the calculation:
orbital gap	10.425	eV
charge	0
SMILES	C/C=C\[C@@H](C)O.C
HOMO level	-9.478	eV



(B)
Formula: C6H14O
Source: OMol25
Level of theory: the ωB97M-V functional and the def2-TZVPD basis

Structure (XYZ):
```
21
Properties=species:S:1:pos:R:3:mulliken_charge:R:1
C -1.430 -1.261 -0.745 -1.5067
C -1.214 -0.427 0.517 0.7436
C -2.191 0.780 0.503 -1.5280
C 0.243 0.065 0.746 -1.0048
C 1.272 0.128 -0.389 0.4871
C 2.567 0.780 0.109 -1.4185
O 1.563 -1.166 -0.908 -0.5310
H -2.497 -1.488 -0.850 0.4578
H -0.862 -2.195 -0.743 0.3169
H -1.116 -0.692 -1.628 0.2834
H -1.481 -1.044 1.386 0.2023
H -3.223 0.448 0.673 0.4035
H -2.174 1.305 -0.464 0.3106
H -1.971 1.537 1.271 0.4102
H 0.709 -0.412 1.619 0.4378
H 0.073 1.103 1.027 0.2823
H 0.845 0.752 -1.191 0.2263
H 3.057 0.130 0.845 0.3317
H 2.373 1.752 0.577 0.3529
H 3.273 0.943 -0.715 0.4057
H 2.184 -1.037 -1.640 0.3371
```

Values from the calculation:
orbital gap	11.116	eV
charge	0
SMILES	CC(C)C[C@@H](C)O
HOMO level	-10.165	eV



It is (B) that is the most stable of them.



(A)
Formula: C6H14O
Source: OMol25
Level of theory: the ωB97M-V functional and the def2-TZVPD basis

Structure (XYZ):
```
21
Properties=species:S:1:pos:R:3:mulliken_charge:R:1
C 0.271 -2.000 -0.244 -0.9116
C 0.795 -0.781 -0.224 0.7126
C 1.638 -0.248 -1.346 -1.3980
C 1.151 -0.077 1.226 -0.6764
O 0.554 -0.717 2.309 -0.5149
H 0.302 -2.617 -1.128 0.2607
H -0.350 -2.374 0.555 0.3256
H 1.626 0.844 -1.344 0.3393
H 1.256 -0.578 -2.309 0.3714
H 2.677 -0.566 -1.250 0.3928
H 2.248 -0.143 1.269 0.3981
H 0.908 0.985 1.282 0.2823
H 0.745 -1.663 2.240 0.3304
C -1.803 0.865 -0.779 -0.4135
C -1.693 1.654 0.501 -0.7440
H -2.621 0.148 -0.745 0.2879
H -0.847 0.248 -0.874 -0.0642
H -1.929 1.504 -1.649 0.2994
H -1.067 2.536 0.377 0.2560
H -2.670 1.952 0.876 0.3369
H -1.190 1.029 1.256 0.1290
```

Values from the calculation:
orbital gap	10.261	eV
charge	0
SMILES	C=C(C)CO.CC
HOMO level	-9.438	eV



(B)
Formula: C6H14O
Source: OMol25
Level of theory: the ωB97M-V functional and the def2-TZVPD basis

Structure (XYZ):
```
21
Properties=species:S:1:pos:R:3:mulliken_charge:R:1
C -3.294 0.183 -0.698 -1.1345
C -2.179 0.142 0.169 0.1748
C -1.031 -0.721 -0.113 -0.7248
C 0.273 -0.560 0.621 -0.5035
C 1.364 -0.005 -0.292 -0.5586
O 2.541 0.108 0.468 -0.3111
C 3.612 0.616 -0.283 -0.7148
H -3.665 -0.740 -1.137 0.3209
H -1.982 0.243 -2.010 0.1195
H -4.033 0.969 -0.560 0.2867
H -1.923 1.075 0.677 0.2498
H -2.204 -0.698 0.987 0.1874
H -1.266 -1.699 -0.529 0.4749
H -1.225 -0.085 -1.927 -0.0155
H 0.630 -1.507 1.041 0.2855
H 0.151 0.143 1.455 0.3039
H 1.517 -0.677 -1.153 0.3733
H 1.056 0.976 -0.693 0.3461
H 3.850 -0.035 -1.139 0.2943
H 4.481 0.665 0.378 0.2505
H 3.395 1.626 -0.666 0.2952
```

Values from the calculation:
orbital gap (alpha / beta)	8.159 / 8.159	eV
charge	0
HOMO level (alpha / beta)	-7.399 / -7.400	eV



(C)
Formula: C6H14O
Source: OMol25
Level of theory: the ωB97M-V functional and the def2-TZVPD basis

Structure (XYZ):
```
21
Properties=species:S:1:pos:R:3:mulliken_charge:R:1
C -2.291 -1.565 0.323 -1.1424
C -1.024 -0.876 0.794 0.4851
O -0.854 -0.605 1.964 -0.5597
C 0.036 -0.617 -0.262 -0.8141
C 1.166 0.339 0.140 0.8466
C 0.778 1.813 -0.014 -1.4315
C 2.415 0.039 -0.691 -1.5439
H -2.162 -2.645 0.449 0.3483
H -2.504 -1.370 -0.731 0.3380
H -3.136 -1.251 0.939 0.3302
H 0.453 -1.612 -0.483 0.3387
H -0.443 -0.289 -1.195 0.4114
H 1.385 0.152 1.199 0.2231
H 1.632 2.459 0.219 0.3992
H -0.040 2.099 0.652 0.3304
H 0.470 2.033 -1.045 0.3172
H 3.248 0.689 -0.400 0.4021
H 2.220 0.204 -1.759 0.3242
H 2.736 -1.002 -0.566 0.3892
H -2.317 1.344 0.122 0.1100
H -2.129 1.292 0.840 -0.1018
```

Values from the calculation:
orbital gap	10.636	eV
charge	0
SMILES	CC(=O)CC(C)C.[H][H]
HOMO level	-9.598	eV



It is (C) that is the most stable of them.



(A)
Formula: C6H14O
Source: OMol25
Level of theory: the ωB97M-V functional and the def2-TZVPD basis

Structure (XYZ):
```
21
Properties=species:S:1:pos:R:3:mulliken_charge:R:1
C -3.416 -0.010 -0.477 -1.2346
C -2.256 -0.356 0.450 -0.3366
C -0.909 -0.115 -0.220 -0.5591
C 0.296 -0.382 0.662 -0.5963
C 1.587 -0.085 -0.124 -0.4100
O 2.608 0.138 0.792 -0.3019
C 3.696 0.618 0.073 -0.5936
H -4.384 -0.178 0.006 0.3700
H -3.382 -0.620 -1.387 0.3050
H -3.370 1.042 -0.782 0.3123
H -2.317 0.245 1.368 0.3128
H -2.330 -1.406 0.766 0.3034
H -0.829 -0.739 -1.122 0.2918
H -0.839 0.927 -0.557 0.3079
H 0.247 -1.419 1.048 0.2916
H 0.273 0.250 1.563 0.2821
H 1.846 -0.922 -0.799 0.2822
H 1.680 0.869 -0.860 0.1801
H 4.165 -0.179 -0.529 0.2583
H 4.420 0.971 0.827 0.2249
H 3.214 1.349 -0.700 0.3096
```

Values from the calculation:
orbital gap	10.937	eV
charge	0
SMILES	CCCCCOC
HOMO level	-9.798	eV



(B)
Formula: C6H14O
Source: OMol25
Level of theory: the ωB97M-V functional and the def2-TZVPD basis

Structure (XYZ):
```
21
Properties=species:S:1:pos:R:3:mulliken_charge:R:1
C -1.730 -0.517 -1.212 -1.4715
C -1.116 -0.335 0.178 0.8011
C -2.140 0.267 1.141 -1.5948
C 0.154 0.529 0.139 -1.0905
C 1.426 -0.233 -0.215 0.4397
C 2.652 0.674 -0.175 -1.3703
O 1.551 -1.278 0.743 -0.5378
H -2.609 -1.170 -1.171 0.3831
H -1.020 -0.959 -1.922 0.3455
H -2.056 0.450 -1.621 0.3417
H -0.824 -1.319 0.563 0.2507
H -3.045 -0.348 1.196 0.4085
H -2.438 1.274 0.818 0.3296
H -1.723 0.348 2.151 0.3943
H 0.318 0.984 1.125 0.3953
H 0.025 1.356 -0.576 0.4097
H 1.325 -0.666 -1.226 0.1472
H 2.764 1.096 0.830 0.3371
H 2.564 1.498 -0.893 0.3342
H 3.566 0.116 -0.415 0.3982
H 2.357 -1.769 0.543 0.3490
```

Values from the calculation:
orbital gap	11.199	eV
charge	0
SMILES	CC(C)C[C@@H](C)O
HOMO level	-10.219	eV



It is (B) that is the most stable of them.